DFT (ωB97M-V/def2-TZVPD) results for 3 unconnected molecules or ions with the total composition C2H8O3.

Structure (XYZ):
```
13
Properties=species:S:1:pos:R:3:nbo_charge:R:1
C -0.3654 1.6027 1.2091 -0.73
C 0.7822 2.1371 0.3890 0.44
O 1.3355 1.4276 -0.4115 -0.53
H -0.1619 0.5472 1.3909 0.24
H -1.2628 1.8762 0.6503 0.24
H -0.4628 2.0020 2.2250 0.22
H 1.0589 3.1984 0.5323 0.11
O -1.0966 -1.6021 -1.7261 -0.95
H -1.7324 -2.2455 -2.0593 0.47
H -0.3072 -1.7630 -2.2496 0.48
O 0.8922 -2.7415 0.1133 -0.96
H -0.0076 -2.5524 -0.1883 0.48
H 1.3279 -1.8866 0.1249 0.47
```

Calculated values
- Structure (SMILES): CC=O.O.O
- E_tot: -306.6979 a.u.
- ΔE to the lowest compared entry with this formula, charge and spin: 0.327 eV
- HOMO level: -10.039 eV